1.
The following is a DFT calculation (ωB97M-V with the def2-TZVPD basis set) of a single C4H7NO3 molecule at a distorted geometry.

Each line ends with the natural charge from an NBO analysis.
Element x y z (Å)
1 C -0.88 0.45 -0.59  -0.1866
2 C 1.61 0.12 -1.33  -0.6845
3 C -1.26 -0.04 1.45  0.9953
4 C 0.50 -0.55 -0.60  0.3073
5 O -1.95 0.21 0.33  -0.4884
6 O -0.62 1.03 1.98  -0.6824
7 N 0.55 -1.64 -0.03  -0.6358
8 O -1.28 -1.13 2.00  -0.6213
9 H -0.18 0.75 2.80  0.5120
10 H -0.23 -1.82 0.69  0.3887
11 H -1.32 0.26 -1.57  0.2089
12 H -0.55 1.49 -0.58  0.1904
13 H 2.45 -0.56 -1.39  0.2430
14 H 1.28 0.40 -2.33  0.2228
15 H 1.90 1.03 -0.82  0.2304

Computed properties:
HOMO-LUMO gap in eV: 9.8612
LUMO energy in eV: 0.6
SMILES: [H]/N=C(/C)COC(=O)O
Spin multiplicity: 1

=====

2.
The following is a DFT calculation (ωB97M-V with the def2-TZVPD basis set) of a single C4H7NO3 molecule at a distorted geometry.

Each line ends with the natural charge from an NBO analysis.
Element x y z (Å)
1 C -1.11 -0.65 -0.16  0.6488
2 C -0.41 0.56 -0.06  0.1543
3 N -0.97 1.60 0.72  -0.8171
4 C 1.33 0.45 -0.01  0.0781
5 C 1.99 -0.70 0.24  -0.5803
6 O 0.35 0.83 -1.22  -0.5911
7 O -0.84 -1.47 -1.16  -0.6607
8 O -1.98 -1.08 0.74  -0.6243
9 H -0.23 -0.95 -1.74  0.5285
10 H -2.27 -1.97 0.49  0.5016
11 H -1.86 1.91 0.36  0.3684
12 H -0.35 2.39 0.83  0.3764
13 H 1.81 1.39 0.21  0.2027
14 H 1.55 -1.68 0.11  0.1962
15 H 2.99 -0.65 0.64  0.2185

Computed properties:
HOMO-LUMO gap (alpha / beta) in eV: 7.1601 / 7.1618
LUMO energy (alpha / beta) in eV: 0.3 / 0.3
Spin multiplicity: 1

=====

3.
The following is a DFT calculation (ωB97M-V with the def2-TZVPD basis set) of a single C4H7NO3 molecule at a distorted geometry.

Each line ends with the natural charge from an NBO analysis.
Element x y z (Å)
1 C -1.10 1.38 -0.24  0.5553
2 N -0.04 0.50 0.21  -0.4659
3 C 1.08 1.39 0.62  -0.4375
4 C 0.35 -0.64 -0.56  -0.3252
5 C -0.28 -1.77 0.28  0.7995
6 O -0.75 -2.66 -0.70  -0.7371
7 O -0.60 -1.78 1.42  -0.5469
8 O -1.88 1.25 -1.16  -0.5595
9 H -1.19 2.23 0.34  0.1146
10 H 1.25 1.20 1.72  0.2153
11 H 2.00 1.43 -0.01  0.2116
12 H 0.85 2.54 0.59  0.2063
13 H 0.07 -0.81 -1.53  0.2429
14 H 1.51 -0.79 -0.55  0.2248
15 H -1.27 -3.46 -0.42  0.5016

Computed properties:
HOMO-LUMO gap in eV: 10.5270
LUMO energy in eV: 0.7
SMILES: CN(C=O)CC(=O)O
Spin multiplicity: 1

=====

4.
The following is a DFT calculation (ωB97M-V with the def2-TZVPD basis set) of a single C4H7NO3 molecule at a distorted geometry.

Each line ends with the natural charge from an NBO analysis.
Element x y z (Å)
1 C 0.94 1.63 -0.10  -0.6441
2 C -1.49 0.29 0.04  0.7742
3 C 0.49 -0.95 -0.12  0.4794
4 C 0.28 0.32 0.03  -0.1456
5 N -0.06 -2.16 0.12  -0.8344
6 O -1.89 1.57 0.17  -0.6915
7 O 2.07 -1.01 0.00  -0.7737
8 O -2.30 -0.58 -0.18  -0.6508
9 H -2.86 1.56 0.09  0.4896
10 H 2.21 -1.60 0.76  0.4649
11 H -1.08 -2.14 0.03  0.4276
12 H 0.37 -2.88 -0.45  0.3955
13 H 0.35 2.29 -0.75  0.2353
14 H 1.02 2.12 0.88  0.2268
15 H 1.94 1.54 -0.54  0.2468

Computed properties:
HOMO-LUMO gap in eV: 9.4352
LUMO energy in eV: 0.6
SMILES: C/C(C(=O)O)=C(/N)O
Spin multiplicity: 1

=====

5.
The following is a DFT calculation (ωB97M-V with the def2-TZVPD basis set) of a molecular structure, C4H7NO3 at a distorted geometry.

Each line ends with the natural charge from an NBO analysis.
Element x y z (Å)
1 C 1.30 -0.70 -0.77  -0.3844
2 C -1.66 -0.14 -0.54  -0.6744
3 C 1.80 -0.04 0.42  0.8546
4 C -0.67 -0.65 0.48  0.2622
5 O 0.20 0.68 1.05  -0.3356
6 O -0.07 2.01 0.51  -0.4520
7 N 0.40 -1.44 0.14  -0.6075
8 O 2.71 0.24 1.10  -0.4636
9 H -0.02 2.53 1.33  0.4725
10 H 0.88 -0.05 -1.55  0.2103
11 H 2.07 -1.35 -1.17  0.2460
12 H -1.17 -1.02 1.38  0.1948
13 H -2.26 -0.99 -0.88  0.2343
14 H -2.33 0.60 -0.09  0.2285
15 H -1.18 0.32 -1.40  0.2142

Computed properties:
HOMO-LUMO gap in eV: 9.1109
LUMO energy in eV: 0.7
Spin multiplicity: 1

=====

6.
The following is a DFT calculation (ωB97M-V with the def2-TZVPD basis set) of 2 unconnected molecules or ions with the total composition C4H7NO3 at a distorted geometry.

Each line ends with the natural charge from an NBO analysis.
Element x y z (Å)
1 C -1.53 -0.99 -0.25  -0.6993
2 C -0.53 0.01 -0.73  0.2192
3 C 1.05 -0.64 -0.91  0.3210
4 N -0.88 1.11 -1.28  -0.5924
5 O 1.21 -1.81 -0.69  -0.4984
6 H -0.08 1.71 -1.50  0.3446
7 H 1.58 0.00 -1.63  0.1473
8 H -1.11 -1.75 0.40  0.2406
9 H -1.99 -1.49 -1.11  0.2435
10 H -2.30 -0.47 0.33  0.2357
11 C 1.08 0.92 1.11  0.6519
12 O 0.54 0.18 2.09  -0.6726
13 O 1.07 2.13 1.05  -0.5772
14 H 0.05 0.81 2.66  0.4995
15 H 1.84 0.26 0.48  0.1368

Computed properties:
HOMO-LUMO gap in eV: 9.3913
LUMO energy in eV: -0.1
SMILES: [H]/N=C(/C)C=O.O=CO
Spin multiplicity: 1

=====

7.
The following is a DFT calculation (ωB97M-V with the def2-TZVPD basis set) of 2 unconnected molecules or ions with the total composition C4H7NO3 at a distorted geometry.

Each line ends with the natural charge from an NBO analysis.
Element x y z (Å)
1 C 0.24 -0.86 -1.00  -0.3357
2 C 1.28 0.35 1.09  -0.7589
3 C 0.48 0.48 -0.30  0.5972
4 C -1.66 0.50 1.71  1.0206
5 N -0.73 -0.80 -2.06  -0.8185
6 O -2.09 0.40 0.63  -0.5185
7 O 0.26 1.55 -0.80  -0.5476
8 O -1.52 0.75 2.83  -0.4947
9 H -1.62 -0.47 -1.70  0.3657
10 H -0.43 -0.15 -2.77  0.3640
11 H 1.21 -1.19 -1.39  0.2203
12 H -0.08 -1.60 -0.26  0.2024
13 H 1.19 -0.61 1.58  0.2205
14 H 1.14 1.23 1.71  0.2399
15 H 2.31 0.42 0.74  0.2434

Computed properties:
HOMO-LUMO gap in eV: 9.6221
LUMO energy in eV: 0.4
SMILES: CC(=O)CN.O=C=O
Spin multiplicity: 1

=====

8.
The following is a DFT calculation (ωB97M-V with the def2-TZVPD basis set) of a single C4H7NO3 molecule at a distorted geometry.

Each line ends with the natural charge from an NBO analysis.
Element x y z (Å)
1 O -0.92 -1.15 1.80  -0.5617
2 C -0.38 -0.89 0.74  0.7081
3 N 1.04 -1.02 0.67  -0.7056
4 C 1.83 -0.04 0.06  0.9049
5 O 2.83 0.32 0.95  -0.7135
6 O 1.66 0.46 -0.98  -0.5742
7 C -1.16 -0.48 -0.61  -0.5101
8 C -1.60 1.01 -0.57  -0.6101
9 H 1.47 -1.50 1.59  0.4341
10 H 3.41 0.98 0.60  0.4966
11 H -2.14 -1.03 -0.74  0.2409
12 H -0.54 -0.67 -1.61  0.2438
13 H -1.02 1.69 -1.16  0.2233
14 H -2.62 1.00 -1.13  0.2039
15 H -1.86 1.33 0.41  0.2197

Computed properties:
HOMO-LUMO gap in eV: 10.9119
LUMO energy in eV: 0.6
SMILES: CCC(=O)NC(=O)O
Spin multiplicity: 1

=====

9.
The following is a DFT calculation (ωB97M-V with the def2-TZVPD basis set) of a single C4H7NO3 molecule at a distorted geometry.

Each line ends with the natural charge from an NBO analysis.
Element x y z (Å)
1 O 0.37 1.30 1.99  -0.5460
2 C 0.12 0.70 0.98  0.7128
3 N 0.71 -0.61 0.83  -0.6883
4 C 0.02 -1.72 0.38  0.8919
5 O 0.35 -2.77 1.17  -0.6976
6 O -0.73 -1.81 -0.55  -0.6139
7 C -0.71 1.16 -0.17  -0.5297
8 C 0.14 1.43 -1.43  -0.5944
9 H 1.31 -0.86 1.60  0.4177
10 H -0.02 -3.59 0.82  0.5053
11 H -1.35 1.99 0.09  0.2350
12 H -1.34 0.32 -0.48  0.2592
13 H 0.57 2.43 -1.49  0.2127
14 H 1.05 0.82 -1.45  0.2157
15 H -0.48 1.20 -2.28  0.2194

Computed properties:
HOMO-LUMO gap in eV: 10.9684
LUMO energy in eV: 0.6
SMILES: CCC(=O)NC(=O)O
Spin multiplicity: 1

=====

10.
The following is a DFT calculation (ωB97M-V with the def2-TZVPD basis set) of a single C4H7NO3 molecule at a distorted geometry.

Each line ends with the natural charge from an NBO analysis.
Element x y z (Å)
1 C -0.71 1.71 0.22  -0.2533
2 C -0.59 -0.65 -0.61  0.3097
3 C 2.70 -0.50 0.09  -0.1236
4 C -1.85 -1.32 0.21  0.3896
5 H -1.06 1.57 1.19  0.1672
6 H 0.29 2.09 0.30  0.1732
7 H -1.32 2.63 -0.12  0.1936
8 H -0.72 -1.10 -1.58  0.1667
9 H 3.65 -0.20 -0.34  0.1866
10 H 2.88 -0.98 1.04  0.1826
11 H -1.67 -1.95 1.13  0.1299
12 N 1.64 -0.32 -0.63  -0.1011
13 O -0.93 0.70 -0.71  -0.5308
14 O 0.55 -0.89 -0.01  -0.4083
15 O -2.87 -0.80 -0.18  -0.4818

Computed properties:
HOMO-LUMO gap in eV: 10.0893
LUMO energy in eV: 0.7
SMILES: C=NO[C@@H](C=O)OC
Spin multiplicity: 1

=====

11.
The following is a DFT calculation (ωB97M-V with the def2-TZVPD basis set) of a single C4H7NO4 molecule at a distorted geometry.

Each line ends with the natural charge from an NBO analysis.
Element x y z (Å)
1 C 0.17 -1.74 0.14  -0.6391
2 C -0.14 -0.28 0.18  0.0891
3 C -1.40 0.13 -0.56  -0.5306
4 C -1.57 1.63 -0.38  0.4442
5 O -2.43 2.20 0.25  -0.5067
6 O 0.83 0.53 -0.49  -0.2602
7 O 2.12 0.12 -0.07  -0.1336
8 N 2.62 1.17 0.68  0.3590
9 O 3.61 0.85 1.28  -0.2755
10 H -0.63 -2.29 0.66  0.2248
11 H 0.21 -2.12 -0.88  0.2180
12 H 1.11 -1.96 0.66  0.2353
13 H -0.17 0.06 1.22  0.1828
14 H -1.27 -0.09 -1.62  0.2349
15 H -2.29 -0.40 -0.19  0.2391
16 H -0.75 2.18 -0.90  0.1184

Computed properties:
HOMO-LUMO gap in eV: 9.7433
LUMO energy in eV: -0.3
SMILES: C[C@H](CC=O)OON=O
Spin multiplicity: 1

=====

12.
The following is a DFT calculation (ωB97M-V with the def2-TZVPD basis set) of a single C4H7NO5S molecule at a distorted geometry.

Each line ends with the natural charge from an NBO analysis.
Element x y z (Å)
1 C 1.34 -1.18 0.48  0.2275
2 C -0.05 1.14 0.65  -0.0202
3 C -0.72 0.05 -0.12  0.0442
4 C -1.83 -0.70 0.55  -0.6543
5 N -0.49 -0.21 -1.37  0.3911
6 O -1.06 -1.06 -2.06  -0.5024
7 O 0.54 0.47 -1.99  -0.5160
8 O 2.54 1.12 1.16  -0.9475
9 O 2.06 -1.23 -0.46  -0.4586
10 O 0.52 2.16 -0.04  -0.6860
11 S 1.43 0.31 1.65  1.0616
12 H 0.67 -1.97 0.83  0.1398
13 H -0.73 1.51 1.43  0.1937
14 H -2.75 -0.12 0.52  0.2397
15 H -1.58 -0.89 1.60  0.2157
16 H -2.00 -1.64 0.03  0.2589
17 H 0.59 0.14 -2.90  0.5009
18 H 1.51 2.09 0.04  0.5119

Computed properties:
HOMO-LUMO gap in eV: 8.8892
LUMO energy in eV: 0.0
Spin multiplicity: 1

=====

13.
The following is a DFT calculation (ωB97M-V with the def2-TZVPD basis set) of a single C4H7NOS molecule at a distorted geometry.

Each line ends with the natural charge from an NBO analysis.
Element x y z (Å)
1 C 0.32 0.44 0.45  -0.3939
2 C -0.37 -0.51 -0.19  0.1710
3 C 1.65 -0.14 1.02  -0.2274
4 C -2.16 0.80 -1.00  -0.2384
5 N 1.87 -1.39 0.37  -0.7886
6 O -1.59 -0.53 -0.80  -0.5109
7 S 0.48 -2.07 -0.35  0.4264
8 H 0.04 1.38 0.83  0.2213
9 H 2.36 0.78 0.97  0.2022
10 H 1.64 -0.37 2.04  0.1819
11 H -3.23 0.53 -1.26  0.2059
12 H -1.58 1.25 -1.69  0.1850
13 H -2.09 1.27 -0.04  0.1807
14 H 2.67 -1.45 -0.36  0.3849

Computed properties:
HOMO-LUMO gap in eV: 8.4853
LUMO energy in eV: 0.9
SMILES: COC1=CCNS1
Spin multiplicity: 1

=====

14.
The following is a DFT calculation (ωB97M-V with the def2-TZVPD basis set) of a single C4H7NOS molecule at a distorted geometry.

Each line ends with the natural charge from an NBO analysis.
Element x y z (Å)
1 C -0.94 1.12 0.40  -0.0918
2 C -0.60 -0.12 -0.49  -0.0698
3 C -0.72 -1.47 0.03  -0.2180
4 C 1.91 -0.66 -0.05  -0.0989
5 H 0.53 2.02 -0.54  0.4785
6 H -1.99 1.36 0.76  0.2006
7 H -0.47 1.05 1.38  0.1715
8 H -1.02 -0.09 -1.54  0.2089
9 H -0.93 -1.67 1.10  0.2185
10 H -0.96 -2.16 -0.77  0.2130
11 H 2.41 -1.58 0.42  0.2117
12 N 0.56 -0.81 -0.30  -0.4054
13 O -0.45 2.27 -0.34  -0.7343
14 S 2.69 0.72 -0.05  -0.0844

Computed properties:
HOMO-LUMO gap in eV: 9.2823
LUMO energy in eV: 0.4
SMILES: OC[C@@H]1CN1C=S
Spin multiplicity: 1

=====

15.
The following is a DFT calculation (ωB97M-V with the def2-TZVPD basis set) of a molecular structure, C4H7NOS at a distorted geometry.

Each line ends with the natural charge from an NBO analysis.
Element x y z (Å)
1 C 0.35 1.38 -0.10  0.5250
2 C 0.06 -0.04 -0.39  -0.2949
3 C -1.19 0.28 0.51  -0.1059
4 C 1.06 -1.09 -0.11  -0.6038
5 N -0.64 1.72 0.65  -0.4848
6 O 1.33 2.14 -0.57  -0.6443
7 S -2.96 0.21 -0.29  -0.1045
8 H -0.24 -0.09 -1.52  0.2193
9 H -1.51 -0.18 1.43  0.2198
10 H 1.28 -0.95 0.91  0.2065
11 H 1.92 -0.92 -0.66  0.2211
12 H 0.75 -2.11 -0.30  0.2243
13 H 1.31 2.92 0.11  0.5028
14 H -2.89 0.64 -1.53  0.1195

Computed properties:
HOMO-LUMO gap in eV: 9.7885
LUMO energy in eV: 0.7
Spin multiplicity: 1

=====

16.
The following is a DFT calculation (ωB97M-V with the def2-TZVPD basis set) of a single C4H7NOS molecule.

Each line ends with the natural charge from an NBO analysis.
Element x y z (Å)
1 C -3.06 0.99 0.00  -0.6036
2 C -2.43 -0.20 0.00  0.4654
3 C 1.27 -0.52 0.00  -0.6115
4 C -0.03 0.26 0.00  -0.2032
5 N -1.16 -0.64 0.00  -0.6213
6 O -3.48 -1.09 0.00  -0.6025
7 S -4.64 0.17 0.00  0.5216
8 H -2.81 2.03 0.00  0.2334
9 H 1.34 -1.15 -0.89  0.2091
10 H 2.11 0.17 0.00  0.2221
11 H 1.34 -1.15 0.88  0.2090
12 H -0.08 0.90 0.89  0.1872
13 H -0.09 0.91 -0.88  0.1873
14 H -1.01 -1.64 0.00  0.4070

Computed properties:
HOMO-LUMO gap in eV: 7.9938
LUMO energy in eV: 0.5
Spin multiplicity: 1

=====

17.
The following is a DFT calculation (ωB97M-V with the def2-TZVPD basis set) of a single C4H7NOS molecule at a distorted geometry.

Each line ends with the natural charge from an NBO analysis.
Element x y z (Å)
1 C -2.12 0.02 0.14  -0.2587
2 C 0.25 -0.26 -0.20  0.1783
3 C 0.13 -1.53 -0.13  -0.4022
4 C 1.62 0.28 -0.24  0.1029
5 H -2.32 -0.66 -0.77  0.1792
6 H -2.80 0.84 0.00  0.2058
7 H -2.25 -0.54 1.10  0.1920
8 H 1.07 -2.17 -0.08  0.2511
9 H -0.80 -2.06 0.05  0.2095
10 H 0.76 2.14 0.00  0.4042
11 H 2.51 2.09 0.16  0.4109
12 N 1.65 1.66 -0.05  -0.7542
13 O -0.84 0.63 -0.06  -0.5268
14 S 3.12 -0.44 0.07  -0.1919

Computed properties:
HOMO-LUMO gap in eV: 8.3601
LUMO energy in eV: 0.0
SMILES: C=C(OC)C(N)=S
Spin multiplicity: 1